Entry 1:
17
Properties=species:S:1:pos:R:3:forces:R:3 method="wB97M-V/def2-TZVPD" total_charge=0 energy_ha=-309.83210 e_homo_ha=-0.35400 e_lumo_ev=0.981 de_lowest_kj_mol=27.0
O -0.69531 -0.50646 2.00916 0.2 -0.2 0.1
C 1.38008 -0.13620 -0.55179 0.1 0.0 0.0
C -0.79512 -1.27616 -0.27228 0.2 -0.1 0.0
C 0.42359 -1.27233 -0.81168 -0.1 0.0 0.0
C 0.64068 1.21216 -0.51738 0.0 0.0 0.0
C -0.68542 1.19580 0.27599 0.0 0.1 0.0
C -1.18864 -0.19281 0.70095 -0.1 0.1 -0.3
H 2.15746 -0.10393 -1.32387 -0.1 0.0 0.1
H -2.27902 -0.15585 0.79687 0.1 0.0 0.0
H 0.74697 -2.09166 -1.45159 -0.1 0.1 0.1
H -1.46229 1.67754 -0.32658 0.1 -0.1 0.1
H -0.60412 1.77987 1.19863 0.0 -0.1 -0.1
H 1.90562 -0.30810 0.39883 -0.1 0.0 -0.1
H -1.47989 -2.10540 -0.43828 0.1 0.2 0.0
H 1.30735 1.98187 -0.11645 -0.1 -0.1 -0.1
H 0.43284 1.50220 -1.55310 0.0 -0.1 0.1
H -0.02321 -1.19038 1.90781 -0.1 0.1 0.1

Entry 2:
17
Properties=species:S:1:pos:R:3:forces:R:3 method="wB97M-V/def2-TZVPD" total_charge=0 energy_ha=-309.70118 e_homo_ha=-0.30639 e_lumo_ev=-0.201 de_lowest_kj_mol=370.7
O -1.57840 3.21261 -0.98754 0.4 -1.5 0.5
C 1.33811 -0.56456 -1.10531 1.3 0.9 -1.9
C -1.31712 -0.56026 1.39066 -1.4 1.5 -2.6
C -0.76549 -0.44317 0.07259 1.5 0.2 0.0
C 2.54429 -1.09243 -1.43256 -0.9 0.1 -0.8
C -0.37843 -0.62459 2.29188 0.5 -0.6 5.5
C 0.51393 -0.94456 -0.02939 -1.9 -2.9 2.1
H 0.68527 -1.89905 0.70641 0.3 2.7 -2.1
H 3.00786 -1.82822 -0.75649 -0.2 0.3 -0.6
H -0.84460 2.63153 -0.72673 0.9 1.0 -0.2
H 0.49841 -0.06177 2.29269 1.9 0.0 -1.0
H -1.15412 0.09004 -0.79413 -0.3 0.1 0.4
H -2.18759 2.49213 -0.79219 -1.3 0.5 -0.3
H 0.85544 0.29589 -1.68518 1.0 -1.4 0.3
H -2.28905 -0.16690 1.63459 -0.9 -1.4 0.1
H 2.97025 -0.92738 -2.46348 -0.1 0.1 1.6
H -0.52643 -0.94974 3.35761 -0.6 0.5 -0.9